# 1
The following is a DFT calculation (wB97M-V/def2-TZVPD) of C28H40N7SSi2Ti as an isolated structure.

Element x y z (Å)
Ti 0.1731 0.0742 0.8116
N -2.3588 3.3474 -0.8572
C -1.3471 2.5419 -0.3321
S -1.6053 1.8795 1.2691
N -0.3330 2.3015 -1.0835
N 0.6130 1.4442 -0.5005
C 1.9364 1.9081 -0.5970
C 2.3095 3.2021 -1.1870
C 1.8806 3.5846 -2.4633
C 2.2533 4.7998 -3.0108
C 3.0718 5.6728 -2.3027
C 3.5001 5.3130 -1.0338
C 3.1123 4.1007 -0.4824
C 2.8302 1.1579 0.1237
C 4.2740 1.2543 0.0373
C 5.0717 0.5113 0.8287
C 4.4799 -0.4227 1.7452
C 3.1311 -0.5767 1.7032
N 2.2842 0.1478 0.9272
H -2.8926 3.8340 -0.1532
H -2.0188 3.9386 -1.6021
H 1.2427 2.9128 -3.0189
H 1.9060 5.0641 -4.0019
H 3.3648 6.6220 -2.7340
H 4.1270 5.9831 -0.4571
H 3.4287 3.8404 0.5208
H 4.6943 1.9354 -0.6907
H 6.1496 0.5873 0.7440
H 5.0768 -1.0430 2.3993
H 2.6473 -1.3220 2.3243
C -3.1887 -1.4429 1.4591
Si -2.0258 -1.0889 -0.0209
C -3.0788 -0.1602 -1.2888
C -1.8257 -2.8099 -0.8208
C -2.8789 -3.5588 -1.3569
C -2.6522 -4.7714 -1.9849
C -1.3542 -5.2608 -2.0907
C -0.3031 -4.5394 -1.5508
C -0.5238 -3.3181 -0.9053
Si 0.7880 -2.3361 0.0572
C 2.4253 -2.7253 -0.8138
C 0.7962 -3.3665 1.6905
H -4.1495 -1.8252 1.1024
H -3.3776 -0.5394 2.0428
H -2.7674 -2.2112 2.1145
H -3.9694 -0.7561 -1.5075
H -2.5272 -0.0190 -2.2187
H -3.3929 0.8222 -0.9378
H -3.8944 -3.1818 -1.2994
H -3.4798 -5.3338 -2.4031
H -1.1695 -6.2043 -2.5930
H 0.7034 -4.9342 -1.6332
H 2.6728 -3.7833 -0.6881
H 3.2558 -2.1359 -0.4285
H 2.3440 -2.5222 -1.8822
H 1.2802 -4.3349 1.5318
H -0.2455 -3.5657 1.9610
H 1.2781 -2.8877 2.5429
C 1.7202 1.9782 3.2972
N 1.2894 1.0379 4.3223
C 2.3375 0.7726 5.2973
C 0.3629 0.0632 4.0686
N 0.0450 -0.3081 2.8612
N -0.1588 -0.5668 5.1780
C -0.9632 -1.7562 4.9865
C -0.5170 0.2026 6.3561
H 1.8587 2.9517 3.7751
H 0.9603 2.0931 2.5259
H 2.6599 1.6600 2.8403
H 3.2090 0.3420 4.7892
H 1.9963 0.0871 6.0679
H 2.6388 1.7096 5.7687
H -0.7690 -0.9263 2.8605
H -1.9616 -1.5244 4.5909
H -1.0814 -2.2484 5.9525
H -0.4637 -2.4497 4.3107
H 0.0168 1.1472 6.3678
H -0.2699 -0.3608 7.2598
H -1.5931 0.4105 6.3593

Properties
Charge   -1
ΔE to the lowest compared entry with this formula, charge and spin   67.97 kJ/mol
HOMO level   -2.652 eV

Here is what Löwdin gives for the atomic charges, in e: 0.4861, 0.0337, -0.8802, 0.5797, -0.0018, -0.1745, -0.2222, -0.1771, -0.0427, -0.1031, -0.1230, -0.1054, -0.0523, -0.2572, -0.0465, -0.1134, -0.1188, -0.2332, -0.0877, 0.0557, 0.0765, 0.1029, 0.0914, 0.0865, 0.0914, 0.1099, 0.1061, 0.0883, 0.0808, 0.0851, -0.2454, 0.4785, -0.2295, -0.3161, -0.1118, -0.1171, -0.1172, -0.1077, -0.3211, 0.5505, -0.2213, -0.2271, 0.0158, -0.0033, 0.0026, 0.0119, 0.0276, -0.0053, 0.0885, 0.0876, 0.0878, 0.0883, 0.0139, 0.0013, 0.0236, 0.0196, 0.0138, -0.0161, -0.0473, -0.1410, -0.0518, -0.3888, 0.0542, -0.1605, -0.0528, -0.0610, 0.0937, 0.0426, 0.0793, 0.0901, 0.0757, 0.0898, 0.0393, 0.0952, 0.0903, 0.0818, 0.0814, 0.0884, 0.0941

---

# 2
The following is a DFT calculation (wB97M-V/def2-TZVPD) of C28H40O2S4SeV as an isolated structure.

Element x y z (Å)
V -0.0657 0.1808 -0.1385
C 3.8581 -3.4620 -5.2413
C 2.8741 -2.4029 -5.7553
C 3.5686 -1.5997 -6.8574
C 1.6346 -3.0764 -6.3586
C 2.4343 -1.5493 -4.5746
C 1.7861 -2.1502 -3.5048
C 1.3829 -1.3904 -2.4250
Se 0.3346 -2.1887 -1.0053
C -1.3679 -2.0194 -1.9230
C -1.7380 -2.9465 -2.8768
C -2.9339 -2.7914 -3.5568
C -3.7223 -1.6956 -3.2158
C -3.3939 -0.7489 -2.2610
C -2.1630 -0.9048 -1.5774
O -1.7431 -0.0682 -0.6840
C -4.3739 0.4000 -2.0227
C -3.9504 1.4053 -0.9493
C -5.7171 -0.1973 -1.5719
C -4.5520 1.1826 -3.3348
C -3.4117 -3.7412 -4.6451
C -4.7452 -4.3677 -4.2150
C -3.5870 -2.9500 -5.9486
C -2.4098 -4.8678 -4.9018
C 1.6336 -0.0081 -2.3259
O 1.2687 0.6485 -1.2669
C 2.2621 0.6145 -3.4372
C 2.6374 -0.1729 -4.5106
C 2.4542 2.1265 -3.4379
C 3.3121 2.5312 -2.2320
C 3.1549 2.6524 -4.6970
C 1.0725 2.7937 -3.3563
H 4.2051 -4.1014 -6.0513
H 3.3912 -4.0868 -4.4860
H 4.7198 -2.9735 -4.7904
H 3.8736 -2.2749 -7.6554
H 4.4569 -1.1010 -6.4779
H 2.8992 -0.8535 -7.2786
H 1.9119 -3.6972 -7.2092
H 0.9264 -2.3183 -6.6885
H 1.1372 -3.7009 -5.6224
H 1.5680 -3.2104 -3.4934
H -1.0660 -3.7685 -3.0730
H -4.6590 -1.5728 -3.7338
H -3.8246 0.9237 0.0177
H -4.7270 2.1649 -0.8544
H -3.0169 1.9036 -1.2050
H -5.5696 -0.7714 -0.6593
H -6.1417 -0.8566 -2.3244
H -6.4339 0.5964 -1.3682
H -3.5929 1.5826 -3.6588
H -5.2357 2.0156 -3.1790
H -4.9490 0.5598 -4.1330
H -5.5174 -3.6107 -4.1060
H -4.6245 -4.8680 -3.2563
H -5.0848 -5.0998 -4.9468
H -4.3495 -2.1824 -5.8449
H -3.8724 -3.6135 -6.7642
H -2.6507 -2.4588 -6.2056
H -2.2606 -5.4628 -4.0039
H -1.4541 -4.4594 -5.2214
H -2.7835 -5.5230 -5.6878
H 3.1138 0.3060 -5.3469
H 4.2699 2.0128 -2.2699
H 2.8123 2.2758 -1.3009
H 3.4964 3.6049 -2.2384
H 4.1462 2.2182 -4.8086
H 3.2685 3.7316 -4.6050
H 2.5732 2.4516 -5.5940
H 0.5555 2.5129 -2.4386
H 0.4603 2.4918 -4.2072
H 1.1768 3.8782 -3.3704
S 0.4774 -0.4550 1.9301
S 0.3720 1.2094 3.1485
S 0.8724 2.6687 1.7774
S -0.5882 2.4359 0.3983

Properties
Multiplicity   3
Charge   -1
ΔE to the lowest compared entry with this formula, charge and spin   37.50 kJ/mol
Expectation value of S²   2.02
HOMO level (alpha / beta)   -4.123 / -4.179 eV

Here is what Löwdin gives for the atomic charges, in e: 0.1569, -0.0483, -0.5596, -0.0670, -0.0479, -0.1828, -0.0750, -0.3604, 1.1688, -0.3577, -0.0615, -0.1806, 0.0044, -0.0760, -0.3311, -0.2884, -0.5281, -0.0625, -0.0479, -0.0434, -0.5586, -0.0467, -0.0442, -0.0644, -0.3462, -0.2817, -0.0818, 0.0282, -0.5310, -0.0338, -0.0733, -0.0330, 0.0783, 0.0739, 0.0894, 0.0795, 0.0837, 0.0841, 0.0797, 0.0895, 0.0646, 0.0991, 0.0926, 0.0972, 0.0918, 0.0838, 0.0621, 0.0907, 0.0687, 0.0797, 0.0902, 0.0801, 0.0694, 0.0734, 0.0889, 0.0786, 0.0735, 0.0796, 0.0877, 0.0850, 0.0727, 0.0814, 0.0842, 0.0883, 0.0756, 0.0815, 0.0809, 0.0793, 0.0799, 0.0512, 0.0880, 0.0839, 0.0053, -0.1023, -0.1282, 0.0383

---

# 3
The following is a DFT calculation (wB97M-V/def2-TZVPD) of C28H41AlBClF10N4O14P as an isolated structure.

Element x y z (Å)
C 4.4859 3.2812 -1.0877
C 4.7467 1.7575 -1.0953
C 3.6656 1.0248 -0.3029
C 5.0255 1.1850 -2.4951
C 3.8146 0.8813 -3.3997
C 2.7268 1.9641 -3.4198
C 3.2770 -0.5464 -3.0900
O 1.8429 -0.5283 -3.1070
C 1.1382 -1.2502 -2.2718
C 1.5443 -2.4387 -1.6534
C 0.6883 -3.1277 -0.7715
B 1.1602 -4.4550 -0.0469
O 0.4631 -5.6425 -0.2749
O 2.1968 -4.4285 0.8091
C -0.5674 -2.5915 -0.5533
O -1.4354 -3.2820 0.3607
C -1.2197 -2.9691 1.5998
N -1.1622 -2.5995 2.6926
C -1.0505 -1.4226 -1.1644
N -2.3211 -0.9676 -0.9151
C -2.6470 0.1224 -1.5490
Cl -4.2492 0.6988 -1.3043
C -1.7522 0.8492 -2.4276
C -2.0938 2.1192 -3.1239
C -2.3185 3.3165 -2.2087
C -1.3139 3.4063 -1.0790
F -0.1343 2.8668 -1.3821
F -1.1149 4.6951 -0.7714
F -1.7843 2.8178 0.0566
N -0.5544 0.3852 -2.6310
C -0.1819 -0.7495 -2.0277
H 3.4164 3.4871 -1.1001
H 4.9022 3.6895 -0.1654
H 4.9772 3.7733 -1.9247
H 5.6729 1.6197 -0.5269
H 3.5155 1.4739 0.6792
H 3.9796 -0.0095 -0.1120
H 2.7074 0.9694 -0.8213
H 5.6658 1.8786 -3.0426
H 5.5847 0.2484 -2.3745
H 4.1967 0.8259 -4.4219
H 3.1994 2.9464 -3.4728
H 2.1147 1.8903 -4.3192
H 2.0469 1.9440 -2.5715
H 3.6574 -0.8741 -2.1241
H 3.6261 -1.2400 -3.8585
H 2.5401 -2.8156 -1.8515
H -0.3731 -5.4263 -0.7042
H 2.3814 -5.3258 1.1535
H -1.2330 2.3411 -3.7550
H -2.9396 1.9701 -3.7997
H -3.3161 3.3644 -1.7754
H -2.2115 4.2196 -2.8097
F 1.4227 4.3573 -2.5135
P 2.0404 5.5495 -3.4937
F 2.9468 6.8807 -3.8003
F 1.2424 6.4942 -2.3991
F 2.0972 4.3403 -4.6331
F 3.5104 4.9503 -3.0178
F 0.9773 6.1697 -4.5922
C -1.7188 6.1199 2.3673
C -2.3013 7.0424 1.3080
O -3.6173 7.4874 1.5890
C -3.7912 8.2255 2.7802
C -2.9681 9.5031 2.8479
H -2.3583 5.2459 2.5024
H -0.7284 5.7885 2.0579
H -1.6214 6.6143 3.3350
H -2.3696 6.5094 0.3629
H -1.6370 7.8970 1.1369
H -3.5866 7.5935 3.6542
H -4.8523 8.4714 2.8128
H -1.8970 9.3027 2.8266
H -3.1898 10.0375 3.7716
H -3.2032 10.1509 2.0033
C 5.5004 -7.5910 1.3357
N 4.2282 -6.9109 0.9726
O 3.4354 -6.6621 1.8757
O 4.0447 -6.6422 -0.1873
H 5.5055 -7.7576 2.4054
H 5.5326 -8.5257 0.7844
H 6.3109 -6.9361 1.0307
C -4.5773 -3.5327 2.8205
C -4.8842 -4.0513 4.1998
O -5.8135 -5.0764 3.9724
C -5.6193 -5.5445 2.6734
O -6.0564 -6.5524 2.2573
O -4.7890 -4.7037 2.0196
F -5.3839 -3.1625 5.0557
H -5.2631 -2.7405 2.5209
H -3.5469 -3.1951 2.7389
H -3.9554 -4.4931 4.6670
Al -3.1219 -6.2754 5.1600
C -3.8764 -9.6607 4.3389
O -4.5502 -10.6690 4.1595
O -2.9184 -9.6068 5.1620
O -4.0616 -8.5629 3.7132
O -1.2439 -7.9096 2.0699
H -0.8383 -7.0289 1.9108
H -1.3288 -8.4118 1.2306
H -2.1126 -7.8509 2.5385

Properties
Charge   +1
HOMO level   -10.417 eV

Löwdin atomic charge list, values in e, 99 entries: -0.0651, -0.3938, -0.0728, -0.1372, -0.2875, -0.0583, -0.1022, 0.0395, -0.1617, 0.1000, 0.0113, -0.6266, 0.1487, 0.2031, -0.1014, 0.0691, -0.3274, 0.1982, -0.1191, 0.1523, -0.6100, 0.7868, -0.2381, -0.1137, -0.0628, -0.6165, 0.1397, 0.1427, 0.1082, 0.2441, -0.0888, 0.0663, 0.0812, 0.0711, 0.1256, 0.0848, 0.0715, 0.0614, 0.1241, 0.1126, 0.1345, 0.0564, 0.0908, 0.0584, 0.1018, 0.1437, 0.1371, 0.0983, 0.0608, 0.1358, 0.1336, 0.1100, 0.1447, -0.2148, 0.3735, -0.1835, -0.2001, -0.2138, -0.2153, -0.2018, -0.0734, -0.2643, -0.1401, -0.2793, -0.0732, 0.0787, 0.0790, 0.0655, 0.1048, 0.1183, 0.1088, 0.1181, 0.0678, 0.0777, 0.0838, 0.0719, -0.4139, 0.0401, 0.1127, 0.1001, 0.1088, 0.1119, -0.0250, -0.4306, 0.1003, -0.5436, 0.2210, 0.0731, 0.1380, 0.1654, 0.1032, -0.0471, 1.2143, -0.9251, 0.2549, 0.1357, -0.0229, 0.3349, 0.1852